12
Properties=species:S:1:pos:R:3:forces:R:3:mulliken_charge:R:1 method="wB97M-V/def2-TZVPD" e_lumo_ev="-1.137 / -1.136" e_homo_ha="-0.33180 / -0.33182" de_lowest_ev=1.535
C -1.6599 -0.4574 -0.1215 4.2 -0.9 0.8 -0.44
C 0.1332 1.1262 0.3414 -2.6 -1.0 2.9 -0.62
O 1.2642 0.3977 -1.7703 0.0 0.2 -0.6 -0.52
O 1.0107 -1.3231 -0.0498 -0.3 0.7 0.4 -0.65
O -1.3357 -1.3001 0.8187 -0.4 0.0 -1.9 -0.40
S 1.1922 0.1056 -0.3718 1.7 -0.8 -1.0 0.71
I 3.5653 0.4313 0.3807 -0.4 0.0 0.1 -0.16
H -2.4869 0.1150 -0.0863 -2.9 1.7 0.8 0.38
H -1.1348 -0.4236 -1.0527 0.0 -0.8 -0.6 0.47
H -0.1237 0.8681 1.4258 0.8 0.6 -1.6 0.34
H 0.0333 2.1618 0.0443 0.4 -0.2 -0.3 0.34
H -0.4580 -1.7014 0.4415 -0.4 0.5 0.9 0.55

9
Properties=species:S:1:pos:R:3:forces:R:3:mulliken_charge:R:1 method="wB97M-V/def2-TZVPD" e_lumo_ev=0.235 e_homo_ha=-0.32082 de_lowest_ev=1.358
C -1.0609 0.8163 0.0562 1.2 -3.0 0.4 -0.05
C -1.1825 -0.5326 0.1814 -2.6 4.7 -0.6 -0.65
S 0.4824 1.6106 0.1122 2.2 0.1 -0.5 -0.15
I 4.4485 -0.5550 -0.0854 0.1 0.0 0.0 -0.01
H -1.8456 1.5280 -0.0369 -0.7 0.3 0.1 0.31
H 3.0440 0.0723 0.3715 0.2 -0.1 0.1 0.07
H -0.3383 -1.0714 0.1524 2.6 -2.3 0.2 0.28
H -2.1715 -0.9057 0.1602 -0.6 -0.8 0.0 0.24
H 1.5250 0.6237 -0.1610 -2.3 1.1 0.3 -0.04

9
Properties=species:S:1:pos:R:3:forces:R:3:lowdin_spin:R:1 method="wB97M-V/def2-TZVPD" multiplicity=3 e_lumo_ev="0.353 / -2.682" e_homo_ha="-0.22326 / -0.35962" s_squared=2.006 de_lowest_ev=2.724
C 0.8783 0.1977 0.1072 -1.2 -2.1 -2.5 0.74
C -0.2734 -0.7939 0.0774 1.7 0.4 0.3 0.19
Si -0.0328 0.2037 -1.5059 1.3 -0.6 0.7 0.20
I 1.0541 -1.0212 -3.3472 -0.3 0.3 0.3 0.08
H 0.5532 1.4509 1.2538 -0.5 1.5 1.3 0.69
H 1.8800 -0.1078 0.3493 0.2 -0.1 0.0 0.03
H -0.0158 -1.8405 0.1800 -0.1 -0.2 -0.1 0.01
H -1.1305 -0.5501 0.6883 -0.7 0.5 0.0 0.05
H -0.9095 1.2258 -2.0131 -0.4 0.3 -0.1 0.01

13
Properties=species:S:1:pos:R:3:forces:R:3:mulliken_charge:R:1 method="wB97M-V/def2-TZVPD" e_lumo_ev=-10.260 e_homo_ha=-0.47985 total_charge=+1 de_lowest_ev=0.468
In 22.7801 1.1191 -21.8469 -0.3 0.6 0.1 0.99
C 18.8072 3.5213 -23.0515 0.0 -0.7 -0.5 -0.86
C 19.8984 2.9161 -23.9692 0.2 -0.9 2.9 -0.13
O 20.4130 1.6856 -23.5841 -0.6 2.8 -1.0 -0.30
H 17.8969 2.9221 -23.0309 0.2 -0.2 0.5 0.30
H 18.4804 4.5169 -23.3516 0.5 0.0 -0.3 0.36
H 19.3474 3.5811 -22.1067 -0.5 0.0 0.4 0.26
H 20.5908 3.7314 -24.1790 1.2 -0.3 -0.5 0.32
H 19.4579 2.7754 -24.9562 -0.5 -0.6 -1.2 0.36
N 23.3463 4.2257 -19.9911 0.8 -0.8 3.2 1.16
O 23.4614 5.3037 -19.4642 -0.3 0.4 -1.1 -0.45
O 22.5137 3.9235 -20.8461 -1.3 0.1 -2.2 -0.51
O 23.9556 3.2456 -19.5351 0.8 -0.3 -0.3 -0.51

9
Properties=species:S:1:pos:R:3:forces:R:3:mulliken_charge:R:1 method="wB97M-V/def2-TZVPD" e_lumo_ev=-15.359 e_homo_ha=-0.77811 total_charge=+2 de_lowest_ev=1.871
In 28.3889 14.3841 34.6112 0.1 -0.3 0.7 1.03
C 27.5888 16.8621 30.3572 -0.7 0.7 -2.1 -0.88
C 27.5023 15.8088 31.3835 -2.8 2.7 5.3 0.07
O 26.3262 15.7766 32.1854 4.6 -0.7 -3.6 0.07
H 26.9057 16.6262 29.5412 -0.5 0.9 -0.1 0.34
H 28.5348 17.0836 29.8631 0.6 -1.1 0.4 0.40
H 27.3872 17.7669 30.9306 -0.8 0.4 0.0 0.34
H 28.4207 15.7054 31.9614 0.2 -0.8 0.7 0.24
H 27.5199 14.9133 30.7623 -0.6 -1.8 -1.2 0.40

9
Properties=species:S:1:pos:R:3:forces:R:3:mulliken_charge:R:1 method="wB97M-V/def2-TZVPD" e_lumo_ev=-8.139 e_homo_ha=-0.60162 total_charge=+1 de_lowest_ev=4.503
C 1.2324 0.5923 0.1325 1.5 2.0 0.4 0.17
C -1.2260 -0.0621 -0.0521 -1.3 -1.1 0.0 -0.64
N -0.0179 0.6322 -0.2681 0.1 -1.4 0.2 0.02
N 1.5680 -0.6142 -0.1169 0.5 0.6 -0.2 -0.24
H 1.9276 1.5158 0.2678 -1.3 -1.6 -0.3 0.33
H -1.3549 -0.7319 0.9344 0.4 1.7 -2.3 0.33
H -1.9772 0.7616 -0.1841 0.3 -0.3 0.7 0.33
H -1.5312 -0.5847 -1.0333 0.7 0.2 1.4 0.35
H 1.3791 -1.5090 0.3198 -0.9 -0.1 -0.1 0.35

10
Properties=species:S:1:pos:R:3:forces:R:3:mulliken_charge:R:1 method="wB97M-V/def2-TZVPD" e_lumo_ev=-5.170 e_homo_ha=-0.57225 total_charge=+1 de_lowest_ev=5.258
C 0.2299 0.2325 0.0277 -3.1 -2.8 0.8 0.18
C -1.5320 -0.8010 -0.0726 2.6 3.3 2.4 -0.16
N -0.6629 1.1899 -0.1220 0.5 -2.4 -0.2 0.02
N 1.5048 0.1974 0.0178 2.5 0.1 -0.5 -0.29
O -1.8768 0.5443 0.1248 -0.6 1.6 0.0 -0.17
H -1.4074 -1.0193 -1.0646 0.2 -1.1 -2.3 0.29
H -2.0357 -1.4193 0.6638 0.3 -0.3 -0.2 0.29
H -0.4613 2.1371 0.1133 -0.9 1.1 0.1 0.29
H 2.1165 -0.4890 0.4328 -1.1 -1.1 0.5 0.28
H 2.1744 0.7008 -0.5353 -0.5 1.5 -0.6 0.28

10
Properties=species:S:1:pos:R:3:forces:R:3:mulliken_charge:R:1 method="wB97M-V/def2-TZVPD" e_lumo_ev="-8.035 / -8.034" e_homo_ha="-0.56564 / -0.56565" total_charge=+1 de_lowest_ev=5.358
C -0.0704 1.1153 0.0608 -0.4 1.1 0.5 -0.24
C 0.0854 -1.1698 0.0921 -3.0 -3.1 -1.1 -0.23
N 1.2592 0.7315 0.0672 1.7 -3.3 0.9 0.16
N -0.8778 -0.0600 0.0063 0.0 0.3 -0.2 -0.29
O 1.3619 -0.5876 0.1945 0.3 5.1 0.0 0.02
H -0.0270 1.7809 1.1130 -0.2 -1.2 -2.0 0.30
H -0.1840 1.8672 -0.7859 0.0 -0.5 1.1 0.35
H -0.1614 -1.9273 0.9685 1.0 1.7 -1.7 0.28
H 0.1650 -1.6872 -0.9283 -0.4 0.0 1.6 0.30
H -1.5510 -0.0630 -0.7883 1.0 -0.3 0.9 0.34

| no. | energy (eV) | largest force on an atom (eV Å⁻¹) |
| --- | --- | --- |
| 1 | -27229.76721 | 4.362 |
| 2 | -21089.27120 | 5.443 |
| 3 | -18127.05258 | 3.452 |
| 4 | -16990.69962 | 3.420 |
| 5 | -9350.79213 | 6.625 |
| 6 | -5122.54381 | 2.891 |
| 7 | -7170.77403 | 4.896 |
| 8 | -7170.67366 | 5.151 |